{"formula": "C57H132Cl6CuN7O23P4", "method": "ωB97M-V with the def2-TZVPD basis set", "gap_ev": 3.35, "e_homo_ev": -5.46, "multiplicity": 1, "largest_force_ev_per_a": 4.199, "total_charge": 0, "e_lumo_ev": -2.107, "total_energy_ha": -10131.88501, "symbols": ["Cu", "C", "C", "C", "C", "C", "C", "N", "O", "C", "C", "C", "H", "H", "H", "H", "H", "H", "H", "H", "H", "H", "H", "H", "H", "H", "H", "H", "H", "H", "C", "O", "N", "C", "C", "H", "H", "H", "H", "H", "H", "H", "C", "O", "N", "C", "C", "H", "H", "H", "H", "H", "H", "H", "C", "O", "N", "C", "C", "H", "H", "H", "H", "H", "H", "H", "C", "O", "N", "C", "C", "H", "H", "H", "H", "H", "H", "H", "C", "O", "N", "C", "C", "H", "H", "H", "H", "H", "H", "H", "C", "O", "N", "C", "C", "H", "H", "H", "H", "H", "H", "H", "Cl", "C", "C", "Cl", "H", "H", "H", "H", "Cl", "C", "C", "Cl", "H", "H", "H", "H", "Cl", "C", "C", "Cl", "H", "H", "H", "H", "C", "C", "O", "P", "O", "O", "C", "C", "O", "C", "C", "H", "H", "H", "H", "H", "H", "H", "H", "H", "H", "H", "H", "H", "H", "H", "C", "C", "O", "P", "O", "O", "C", "C", "O", "C", "C", "H", "H", "H", "H", "H", "H", "H", "H", "H", "H", "H", "H", "H", "H", "H", "C", "C", "O", "P", "O", "O", "C", "C", "O", "C", "C", "H", "H", "H", "H", "H", "H", "H", "H", "H", "H", "H", "H", "H", "H", "H", "C", "C", "O", "P", "O", "O", "C", "C", "O", "C", "C", "H", "H", "H", "H", "H", "H", "H", "H", "H", "H", "H", "H", "H", "H", "H"], "positions_angstrom": [[0.43, 3.67, -4.99], [3.65, -1.16, -1.56], [2.30, -0.71, -2.11], [1.17, -1.78, -1.77], [0.62, -1.66, -0.34], [0.07, -0.19, -0.17], [1.18, 0.92, -0.35], [1.84, 0.66, -1.70], [2.77, 1.70, -2.04], [2.12, 0.95, 0.83], [0.43, 2.30, -0.37], [2.37, -0.85, -3.58], [4.02, -2.15, -1.83], [3.67, -1.06, -0.48], [4.43, -0.55, -2.01], [1.49, -2.82, -1.79], [0.35, -1.76, -2.49], [1.43, -1.85, 0.36], [-0.23, -2.32, -0.15], [-0.47, -0.02, 0.77], [-0.74, 0.07, -0.84], [2.85, 1.76, 0.86], [2.58, -0.03, 0.87], [1.48, 0.99, 1.71], [0.06, 2.53, 0.63], [-0.52, 2.28, -0.91], [0.95, 3.19, -0.72], [3.09, -0.13, -3.97], [1.48, -0.67, -4.17], [2.71, -1.81, -3.96], [6.09, 7.89, -3.17], [7.22, 7.72, -3.65], [5.85, 8.03, -1.86], [4.50, 8.26, -1.36], [6.91, 8.26, -0.83], [5.16, 7.99, -3.75], [4.40, 9.25, -0.90], [4.43, 7.59, -0.50], [3.72, 7.95, -2.05], [6.80, 9.25, -0.39], [6.78, 7.48, -0.08], [7.94, 8.24, -1.19], [8.55, 1.59, 0.58], [8.60, 1.19, 1.68], [9.59, 1.69, -0.26], [9.36, 2.20, -1.62], [11.00, 1.38, 0.08], [7.60, 1.90, 0.11], [8.29, 2.26, -1.79], [9.70, 1.53, -2.41], [9.85, 3.17, -1.76], [11.25, 0.89, 1.02], [11.38, 0.73, -0.70], [11.54, 2.33, 0.03], [3.98, -9.05, -3.77], [5.11, -9.38, -4.05], [3.17, -9.78, -3.02], [1.79, -9.36, -2.97], [3.49, -11.02, -2.35], [3.48, -8.11, -4.05], [1.24, -9.60, -2.06], [1.29, -9.86, -3.80], [1.62, -8.29, -3.04], [4.55, -11.29, -2.28], [3.06, -10.93, -1.36], [2.91, -11.74, -2.93], [-0.51, 3.35, -10.44], [0.34, 3.14, -9.59], [-1.22, 2.42, -11.14], [-2.09, 2.86, -12.27], [-1.07, 0.95, -10.87], [-0.85, 4.39, -10.61], [-3.11, 2.51, -12.14], [-1.83, 2.46, -13.25], [-2.29, 3.92, -12.44], [-0.78, 0.39, -11.76], [-0.26, 0.79, -10.16], [-1.96, 0.45, -10.49], [-5.45, 1.93, -5.63], [-4.38, 2.37, -5.27], [-6.53, 1.75, -4.80], [-7.62, 0.99, -5.39], [-6.57, 2.21, -3.40], [-5.65, 1.45, -6.60], [-7.59, 0.92, -6.48], [-8.64, 1.33, -5.20], [-7.61, 0.01, -4.91], [-5.68, 2.81, -3.19], [-7.35, 2.91, -3.12], [-6.63, 1.34, -2.74], [-7.02, -5.56, -6.36], [-6.76, -4.78, -7.26], [-6.23, -5.79, -5.27], [-6.69, -6.52, -4.10], [-4.99, -5.06, -4.97], [-7.99, -6.05, -6.26], [-7.01, -5.88, -3.28], [-5.98, -7.30, -3.84], [-7.66, -6.94, -4.34], [-4.21, -5.76, -4.70], [-4.66, -4.42, -5.79], [-5.11, -4.40, -4.10], [5.12, -0.43, 7.38], [4.48, 0.99, 8.25], [5.47, 2.13, 8.22], [6.73, 1.83, 9.52], [4.00, 0.81, 9.21], [3.62, 1.33, 7.67], [4.98, 3.10, 8.31], [6.03, 2.17, 7.29], [6.71, -5.68, 1.38], [5.54, -5.38, 2.70], [4.27, -6.25, 2.45], [4.56, -7.99, 2.78], [5.36, -4.31, 2.61], [6.03, -5.65, 3.63], [3.94, -6.17, 1.41], [3.53, -5.81, 3.12], [8.15, 3.16, -8.46], [6.72, 2.18, -7.99], [5.96, 1.71, -9.27], [6.77, 0.34, -10.03], [6.14, 2.81, -7.31], [7.03, 1.33, -7.38], [5.84, 2.47, -10.05], [4.96, 1.32, -9.05], [0.48, -7.26, 8.39], [1.05, -5.86, 8.36], [0.08, -4.88, 8.16], [-0.98, -4.34, 9.28], [-0.69, -4.64, 10.73], [-1.17, -2.78, 8.96], [-1.39, -2.32, 7.62], [-2.88, -2.45, 7.17], [-2.41, -4.98, 8.76], [-3.29, -5.60, 9.68], [-3.02, -7.16, 9.88], [1.23, -7.91, 8.84], [-0.30, -7.18, 9.14], [0.10, -7.60, 7.43], [1.65, -5.69, 9.26], [1.77, -5.75, 7.54], [-1.23, -1.24, 7.65], [-0.70, -2.71, 6.87], [-3.00, -2.04, 6.17], [-3.21, -3.48, 7.04], [-3.58, -1.93, 7.82], [-3.16, -5.14, 10.66], [-4.32, -5.49, 9.32], [-2.04, -7.36, 10.30], [-3.80, -7.63, 10.48], [-3.07, -7.73, 8.95], [-0.32, 8.58, 4.65], [1.10, 8.52, 5.26], [1.16, 8.66, 6.67], [0.31, 7.60, 7.56], [0.49, 6.14, 7.18], [0.80, 8.05, 9.07], [0.56, 9.35, 9.52], [-0.64, 9.24, 10.38], [-1.16, 8.23, 7.41], [-2.31, 7.45, 7.82], [-2.96, 6.78, 6.64], [-0.82, 9.54, 4.80], [-0.27, 8.51, 3.56], [-0.96, 7.77, 5.01], [1.60, 7.61, 4.94], [1.66, 9.30, 4.73], [1.38, 9.56, 10.20], [0.44, 10.10, 8.73], [-0.40, 8.43, 11.07], [-0.77, 10.18, 10.91], [-1.53, 8.91, 9.84], [-2.00, 6.73, 8.58], [-2.91, 8.21, 8.32], [-3.06, 7.45, 5.79], [-2.27, 6.01, 6.28], [-3.86, 6.24, 6.92], [-5.86, -12.63, -1.37], [-6.31, -11.84, -0.10], [-5.44, -12.05, 1.03], [-4.09, -11.28, 1.15], [-3.33, -11.29, -0.11], [-4.56, -9.82, 1.79], [-3.66, -8.76, 2.00], [-3.29, -8.81, 3.47], [-3.33, -11.97, 2.44], [-3.15, -13.43, 2.51], [-1.84, -13.59, 3.27], [-4.98, -12.14, -1.79], [-5.64, -13.69, -1.20], [-6.65, -12.50, -2.11], [-6.52, -10.79, -0.29], [-7.31, -12.17, 0.19], [-2.80, -8.75, 1.34], [-4.20, -7.87, 1.67], [-2.62, -7.96, 3.63], [-4.18, -8.64, 4.08], [-2.78, -9.76, 3.61], [-3.99, -13.82, 3.08], [-3.20, -13.86, 1.51], [-1.14, -13.20, 2.53], [-1.63, -12.85, 4.04], [-1.62, -14.64, 3.48], [-4.42, 8.38, -1.79], [-4.44, 8.92, -3.19], [-3.26, 8.25, -3.75], [-2.23, 9.18, -4.57], [-1.15, 8.34, -5.15], [-3.18, 9.94, -5.65], [-3.73, 9.35, -6.80], [-2.68, 9.69, -7.89], [-1.86, 10.35, -3.56], [-0.87, 11.26, -3.91], [-1.40, 12.37, -4.91], [-4.56, 7.30, -1.78], [-3.49, 8.66, -1.29], [-5.25, 8.82, -1.24], [-5.34, 8.51, -3.65], [-4.54, 10.00, -3.17], [-3.84, 8.27, -6.72], [-4.69, 9.80, -7.05], [-1.71, 9.22, -7.70], [-2.96, 9.23, -8.84], [-2.65, 10.76, -8.07], [-0.53, 11.74, -2.99], [-0.08, 10.66, -4.36], [-1.44, 12.03, -5.94], [-2.37, 12.77, -4.62], [-0.73, 13.22, -5.07]]}